(1)
Entry from OMol25: a 2-piece molecular cluster, C5H12O2 overall at a distorted geometry (the ωB97M-V functional and the def2-TZVPD basis).

## Properties
Maximum force (eV Å⁻¹): 2.06
Highest occupied orbital energy (eV): -9.713
LUMO energy (eV): 0.6
Net charge: 0
Calculated total energy (eV): -9473.3412
Gap between HOMO and LUMO (Ha): 0.377
Energy above the lowest of the compared OMol25 structures with the same formula, charge and spin (kcal per mole): 41.38

```
19
C5H12O2 | OMol25 | the ωB97M-V functional and the def2-TZVPD basis
C -1.65 -1.87 -0.85
C -0.29 -1.11 -0.88
C 0.04 -0.58 0.51
C -0.46 0.50 1.09
C 0.06 1.06 2.36
O 0.54 2.39 2.22
H -2.04 -1.92 0.16
H -1.53 -2.87 -1.28
H -2.35 -1.41 -1.56
H -0.37 -0.24 -1.50
H 0.56 -1.76 -1.08
H 0.76 -1.19 1.07
H -1.16 1.09 0.51
H 0.85 0.43 2.76
H -0.69 1.16 3.15
H 1.24 2.36 1.55
O 2.34 1.17 -3.08
H 1.52 0.92 -2.63
H 2.63 1.89 -2.51
```


(2)
Entry from OMol25: a 2-piece molecular cluster, C5H12O2 overall (the ωB97M-V functional and the def2-TZVPD basis).

## Properties
Maximum force (eV Å⁻¹): 0.35
Highest occupied orbital energy (eV): -9.581
LUMO energy (eV): 0.8
Net charge: 0
Calculated total energy (eV): -9473.1911
Gap between HOMO and LUMO (Ha): 0.381
Energy above the lowest of the compared OMol25 structures with the same formula, charge and spin (kcal per mole): 44.84

```
19
C5H12O2 | OMol25 | the ωB97M-V functional and the def2-TZVPD basis
C -1.85 0.30 0.78
C -0.87 0.11 -0.38
O -0.29 -1.20 -0.50
C 1.13 -1.09 -0.66
C 1.34 0.33 -1.17
C 0.31 1.08 -0.33
O 0.74 1.20 1.01
H -2.60 -0.49 0.83
H -1.34 0.39 1.74
H -2.38 1.25 0.60
H -1.43 0.27 -1.31
H 1.63 -1.24 0.31
H 1.48 -1.86 -1.35
H 2.36 0.70 -1.04
H 1.07 0.39 -2.23
H 0.02 2.05 -0.75
H 1.59 1.65 1.01
H -0.46 -1.91 2.09
H -0.43 -1.93 1.34
```


(3)
Entry from OMol25: an isolated molecule of C5H12O2 (the ωB97M-V functional and the def2-TZVPD basis).

## Properties
Maximum force (eV Å⁻¹): 0.50
Highest occupied orbital energy (eV): -9.798
LUMO energy (eV): 1.0
Net charge: 0
Calculated total energy (eV): -9473.8496
Gap between HOMO and LUMO (Ha): 0.395
Energy above the lowest of the compared OMol25 structures with the same formula, charge and spin (kcal per mole): 29.66

```
19
C5H12O2 | OMol25 | the ωB97M-V functional and the def2-TZVPD basis
C -1.07 -2.42 -0.92
O -0.62 -1.39 -0.07
C -0.38 -0.12 -0.66
C 0.65 0.57 0.24
C 1.46 1.68 -0.42
C 0.00 1.07 1.53
O -0.82 0.14 2.18
H -0.43 -2.51 -1.80
H -1.00 -3.35 -0.35
H -2.11 -2.27 -1.24
H -0.02 -0.24 -1.68
H -1.33 0.45 -0.70
H 1.34 -0.24 0.51
H 2.31 1.94 0.22
H 0.87 2.59 -0.58
H 1.87 1.37 -1.39
H 0.78 1.40 2.22
H -0.59 1.97 1.29
H -0.92 -0.64 1.61
```


(4)
Entry from OMol25: an isolated molecule of C5H12O2 (the ωB97M-V functional and the def2-TZVPD basis).

## Properties
Maximum force (eV Å⁻¹): 0.23
Highest occupied orbital energy (eV): -10.031
LUMO energy (eV): 0.9
Net charge: 0
Calculated total energy (eV): -9474.5746
Gap between HOMO and LUMO (Ha): 0.402
Energy above the lowest of the compared OMol25 structures with the same formula, charge and spin (kcal per mole): 12.94

```
19
C5H12O2 | OMol25 | the ωB97M-V functional and the def2-TZVPD basis
C 2.29 0.15 1.35
C 0.87 0.60 1.04
C 0.30 -0.04 -0.23
O 0.42 -1.45 -0.21
C -1.18 0.33 -0.44
C -1.66 0.02 -1.85
O -1.96 -0.36 0.53
H 2.34 -0.93 1.49
H 2.97 0.40 0.52
H 2.67 0.63 2.25
H 0.20 0.36 1.88
H 0.83 1.69 0.92
H 0.88 0.29 -1.10
H -0.07 -1.73 0.58
H -1.32 1.40 -0.23
H -1.44 -1.03 -2.09
H -2.73 0.19 -1.94
H -1.14 0.64 -2.59
H -2.26 -1.19 0.12
```


(5)
Entry from OMol25: a 2-piece molecular cluster, C5H12O2 overall at a distorted geometry (the ωB97M-V functional and the def2-TZVPD basis).

## Properties
Maximum force (eV Å⁻¹): 5.94
Highest occupied orbital energy (eV): -9.496
LUMO energy (eV): 0.7
Net charge: 0
Calculated total energy (eV): -9471.3837
Gap between HOMO and LUMO (Ha): 0.376
Energy above the lowest of the compared OMol25 structures with the same formula, charge and spin (kcal per mole): 86.52

```
19
C5H12O2 | OMol25 | the ωB97M-V functional and the def2-TZVPD basis
C -1.93 1.60 -0.23
C -1.01 0.60 -0.37
C -0.21 0.05 0.72
C 1.03 -0.80 0.52
C 2.20 -0.13 -0.10
O 2.66 1.08 0.68
H -2.45 2.00 -1.02
H -2.28 2.10 0.61
H -0.92 0.06 -1.35
H -0.81 -0.35 1.71
H 0.11 0.98 1.37
H 1.25 -1.26 1.47
H 0.64 -1.57 -0.33
H 2.02 0.21 -1.07
H 3.07 -1.01 -0.33
H 2.40 1.86 0.12
O -2.48 -2.06 -1.03
H -2.71 -1.14 -1.50
H -2.16 -1.91 -0.06
```


(6)
Entry from OMol25: a 2-piece molecular cluster, C5H12O2 overall (the ωB97M-V functional and the def2-TZVPD basis).

## Properties
Maximum force (eV Å⁻¹): 0.43
Highest occupied orbital energy (eV): -9.622
LUMO energy (eV): 0.7
Net charge: 0
Calculated total energy (eV): -9473.3563
Gap between HOMO and LUMO (Ha): 0.381
Energy above the lowest of the compared OMol25 structures with the same formula, charge and spin (kcal per mole): 41.03

```
19
C5H12O2 | OMol25 | the ωB97M-V functional and the def2-TZVPD basis
C 0.41 1.75 0.89
C -0.05 1.30 -0.28
C -1.32 0.50 -0.43
C -1.39 -0.21 -1.78
O -1.38 -0.44 0.65
H -0.11 1.54 1.82
H 1.33 2.32 0.95
H 0.50 1.51 -1.19
H -2.18 1.18 -0.34
H -0.56 -0.92 -1.88
H -2.34 -0.75 -1.89
H -1.33 0.52 -2.60
H -2.20 -0.95 0.55
C 2.09 -1.19 1.07
O 1.17 -1.52 0.05
H 2.33 -2.05 1.71
H 3.02 -0.85 0.59
H 1.73 -0.37 1.71
H 0.28 -1.34 0.40
```


(7)
Entry from OMol25: a 3-piece molecular cluster, C5H12O2 overall at a distorted geometry (the ωB97M-V functional and the def2-TZVPD basis).

## Properties
Maximum force (eV Å⁻¹): 6.47
Highest occupied orbital energy (eV): -8.303
LUMO energy (eV): 0.8
Net charge: 0
Calculated total energy (eV): -9472.2113
Gap between HOMO and LUMO (Ha): 0.333
Energy above the lowest of the compared OMol25 structures with the same formula, charge and spin (kcal per mole): 67.44

```
19
C5H12O2 | OMol25 | the ωB97M-V functional and the def2-TZVPD basis
C 0.72 -2.02 -1.41
C 0.59 -1.06 -0.48
C 0.74 0.34 -0.71
C 0.69 1.17 0.31
C 0.88 2.63 0.10
H 0.64 -3.04 -1.08
H 0.89 -1.95 -2.41
H 0.52 -1.48 0.54
H 0.98 0.74 -1.69
H 0.15 0.96 1.18
H -0.03 3.18 0.42
H 1.17 2.74 -0.90
H 1.69 3.03 0.70
O -2.24 -0.62 -0.30
H -3.08 -0.97 -0.49
H -1.56 -1.01 -0.87
O -0.82 -1.05 2.06
H -0.26 -0.91 2.98
H -1.66 -0.69 2.05
```


(8)
Entry from OMol25: C5H12O2 as an isolated structure at a distorted geometry (the ωB97M-V functional and the def2-TZVPD basis).

## Properties
Maximum force (eV Å⁻¹): 2.20
Highest occupied orbital energy (eV): -6.739
LUMO energy (eV): 0.6
Net charge: 0
Calculated total energy (eV): -9469.5100
Gap between HOMO and LUMO (Ha): 0.269
Energy above the lowest of the compared OMol25 structures with the same formula, charge and spin (kcal per mole): 129.73

```
19
C5H12O2 | OMol25 | the ωB97M-V functional and the def2-TZVPD basis
C -0.16 -0.67 0.11
C 0.08 -0.10 -1.14
C -1.47 -1.41 0.29
C 1.01 -1.20 0.90
C 0.18 2.25 -0.29
O -0.54 1.03 0.96
O 1.38 -0.07 -1.63
H -0.60 0.98 1.94
H 1.43 0.55 -2.36
H -0.71 -0.04 -1.88
H -1.38 -2.43 -0.08
H -2.28 -0.91 -0.25
H -1.75 -1.46 1.35
H 1.78 -0.44 1.00
H 0.72 -1.53 1.90
H 1.46 -2.05 0.37
H 1.24 2.05 -0.37
H -0.05 3.04 0.42
H -0.33 2.41 -1.24
```


(9)
Entry from OMol25: an isolated molecule of C5H12O2 (the ωB97M-V functional and the def2-TZVPD basis).

## Properties
Maximum force (eV Å⁻¹): 0.33
Highest occupied orbital energy (eV): -9.965
LUMO energy (eV): 0.8
Net charge: 0
Calculated total energy (eV): -9474.3977
Gap between HOMO and LUMO (Ha): 0.395
Energy above the lowest of the compared OMol25 structures with the same formula, charge and spin (kcal per mole): 17.02

```
19
C5H12O2 | OMol25 | the ωB97M-V functional and the def2-TZVPD basis
C 2.32 0.23 1.02
C 0.86 0.57 0.78
C 0.10 -0.45 -0.07
O 0.10 -1.73 0.55
C -1.35 0.03 -0.38
C -1.47 0.57 -1.80
O -2.31 -1.00 -0.26
H 2.43 -0.77 1.47
H 2.89 0.22 0.08
H 2.79 0.95 1.69
H 0.33 0.66 1.74
H 0.77 1.56 0.30
H 0.64 -0.60 -1.02
H 0.07 -1.61 1.51
H -1.60 0.84 0.34
H -1.19 -0.22 -2.51
H -2.51 0.85 -2.00
H -0.82 1.44 -1.96
H -2.06 -1.54 0.50
```


(10)
Entry from OMol25: an isolated molecule of C5H12O2 at a distorted geometry (the ωB97M-V functional and the def2-TZVPD basis).

## Properties
Maximum force (eV Å⁻¹): 2.84
Highest occupied orbital energy (eV): -10.108
LUMO energy (eV): 0.9
Net charge: 0
Calculated total energy (eV): -9473.2711
Gap between HOMO and LUMO (Ha): 0.405
Energy above the lowest of the compared OMol25 structures with the same formula, charge and spin (kcal per mole): 43.00

```
19
C5H12O2 | OMol25 | the ωB97M-V functional and the def2-TZVPD basis
C -2.63 -0.02 0.92
C -1.39 -0.64 0.28
C -0.39 0.40 -0.23
O 0.04 1.26 0.82
C 0.83 -0.30 -0.84
C 2.12 0.48 -0.97
O 2.90 -0.09 0.22
H -3.29 -0.79 1.33
H -2.34 0.65 1.73
H -3.20 0.56 0.19
H -1.68 -1.30 -0.56
H -0.87 -1.28 1.00
H -0.92 1.08 -0.92
H 0.62 0.74 1.39
H 0.57 -0.94 -1.70
H 1.41 -0.86 -0.04
H 2.02 1.54 -0.72
H 2.67 0.32 -1.90
H 3.52 -0.80 -0.01
```